No. 1
{"formula": "C5H7N", "method": "the ωB97M-V functional and the def2-TZVPD basis", "fmax_ev_per_a": 4.46, "homo_lumo_gap_ev": 10.2, "lumo_energy_ev": 1.077, "smiles": "C=NCC1=CC1", "elements": ["C", "C", "C", "C", "C", "N", "H", "H", "H", "H", "H", "H", "H"], "positions_angstrom": [[-1.879, -0.514, -1.067], [1.091, -0.680, 1.021], [1.515, -0.046, -0.223], [-1.222, 0.748, 0.656], [0.190, 0.123, 0.497], [-2.164, 0.352, -0.250], [-2.677, -0.695, -1.790], [-1.121, -1.211, -1.202], [1.337, -1.569, 1.590], [2.330, 0.724, -0.152], [1.755, -0.643, -1.087], [-1.633, 0.576, 1.683], [-1.111, 1.861, 0.555]], "forces_ev_per_angstrom": [[-3.123, -1.366, -2.874], [-1.478, -0.459, -0.167], [1.834, 1.617, -0.140], [2.820, 1.278, 2.267], [0.175, -0.642, 1.368], [-1.334, 1.216, -0.108], [-0.046, -0.196, -0.179], [2.336, -0.655, 0.456], [-0.117, 0.579, 0.345], [-0.881, -0.270, 0.057], [-0.820, -0.348, -0.649], [0.652, 0.061, -0.596], [-0.019, -0.815, 0.219]]}

No. 2
{"formula": "C5H7N", "method": "the ωB97M-V functional and the def2-TZVPD basis", "fmax_ev_per_a": 0.78, "homo_lumo_gap_ev": 10.0, "lumo_energy_ev": 1.094, "smiles": "C=C=NCC=C", "elements": ["N", "C", "C", "C", "C", "C", "H", "H", "H", "H", "H", "H", "H"], "positions_angstrom": [[0.853, -0.701, 1.222], [1.505, -0.240, 0.295], [2.226, 0.238, -0.690], [-1.172, 0.454, 0.324], [-0.623, -0.641, 1.195], [-1.472, 0.287, -0.960], [2.455, -0.385, -1.546], [2.574, 1.264, -0.668], [-1.239, 1.445, 0.771], [-0.954, -0.529, 2.232], [-0.969, -1.622, 0.850], [-1.384, -0.685, -1.441], [-1.800, 1.114, -1.584]], "forces_ev_per_angstrom": [[0.436, 0.301, -0.572], [-0.211, -0.127, 0.269], [-0.035, -0.042, 0.090], [0.010, -0.005, -0.170], [-0.265, -0.060, 0.023], [0.005, 0.009, 0.150], [0.000, 0.049, 0.138], [-0.026, -0.138, 0.040], [-0.002, -0.122, -0.069], [0.057, -0.011, -0.156], [0.041, 0.134, 0.040], [-0.034, 0.118, 0.098], [0.023, -0.107, 0.118]]}

No. 3
{"formula": "C5H7N", "method": "the ωB97M-V functional and the def2-TZVPD basis", "fmax_ev_per_a": 5.69, "homo_lumo_gap_ev": 9.8, "lumo_energy_ev": 1.101, "elements": ["C", "C", "C", "C", "C", "N", "H", "H", "H", "H", "H", "H", "H"], "positions_angstrom": [[1.220, 1.719, -0.051], [0.853, 0.242, -0.361], [-0.161, -0.273, 0.611], [-0.472, 0.982, -0.635], [-0.782, -1.607, 0.250], [0.044, 2.244, -0.200], [2.029, 2.117, 0.530], [1.542, -0.411, -1.012], [-0.200, -0.044, 1.615], [-1.274, 0.863, -1.340], [-0.377, -2.494, 0.675], [-0.774, -1.756, -0.782], [-1.646, -1.581, 0.700]], "forces_ev_per_angstrom": [[-0.976, -1.054, 1.089], [1.092, 0.887, -1.398], [-0.014, 0.551, -4.267], [0.285, -2.990, 1.775], [4.029, 1.075, -0.354], [1.140, -0.052, -0.007], [0.530, 0.512, -0.079], [-1.464, 0.919, 0.944], [0.113, 1.086, 1.986], [-0.089, -0.279, -0.086], [1.334, -0.550, 0.543], [-0.520, -0.126, -1.732], [-5.461, 0.021, 1.587]]}

No. 4
{"formula": "C5H7N", "method": "the ωB97M-V functional and the def2-TZVPD basis", "fmax_ev_per_a": 1.10, "homo_lumo_gap_ev": [8.3, 8.3], "lumo_energy_ev": [-0.724, -0.716], "elements": ["N", "C", "C", "C", "C", "C", "H", "H", "H", "H", "H", "H", "H"], "positions_angstrom": [[2.734, -0.345, 1.356], [1.995, -0.108, 0.500], [1.141, 0.229, -0.646], [-0.239, 0.724, -0.284], [-0.635, -1.017, 1.509], [-1.323, 0.441, -1.019], [1.067, -0.644, -1.303], [1.662, 1.012, -1.215], [-0.294, 1.483, 0.493], [-1.385, -0.555, 2.192], [-1.176, -1.917, 1.135], [-1.272, -0.247, -1.862], [-2.273, 0.944, -0.858]], "forces_ev_per_angstrom": [[-0.639, 0.275, -0.852], [0.706, -0.170, 0.719], [0.015, -0.059, -0.060], [-0.120, -0.046, 0.048], [-0.189, -0.003, -0.044], [0.059, -0.057, 0.148], [0.022, 0.091, 0.132], [-0.089, -0.103, 0.090], [0.012, -0.150, -0.049], [0.045, 0.055, -0.296], [0.022, 0.264, -0.159], [0.004, 0.029, 0.214], [0.151, -0.126, 0.109]]}

No. 5
{"formula": "C5H7N", "method": "the ωB97M-V functional and the def2-TZVPD basis", "fmax_ev_per_a": 4.61, "homo_lumo_gap_ev": 9.7, "lumo_energy_ev": 1.067, "smiles": "Cc1cc[nH]c1", "elements": ["C", "C", "C", "N", "C", "C", "H", "H", "H", "H", "H", "H", "H"], "positions_angstrom": [[-1.845, -0.388, 0.188], [-0.381, -0.058, 0.069], [0.303, 0.782, 0.902], [1.614, 0.940, 0.247], [1.615, -0.119, -0.594], [0.419, -0.655, -0.892], [-2.059, -1.314, -0.351], [-2.364, 0.452, -0.361], [-2.145, -0.391, 1.218], [0.358, 1.828, 1.168], [1.854, 0.691, 1.203], [2.494, -0.370, -1.175], [0.138, -1.398, -1.621]], "forces_ev_per_angstrom": [[0.130, 1.360, -1.386], [-3.655, -0.252, 1.836], [0.358, 2.181, -2.849], [-0.415, -2.184, 0.832], [3.054, -0.499, -3.419], [0.515, 0.256, 0.859], [-0.193, 0.040, 0.385], [0.037, -0.905, 0.658], [-0.435, -0.197, 0.352], [-2.384, 0.078, 1.588], [2.487, -0.023, 0.775], [0.351, 0.130, 0.283], [0.149, 0.014, 0.086]]}

No. 6
{"formula": "C5H7N", "method": "the ωB97M-V functional and the def2-TZVPD basis", "fmax_ev_per_a": 0.81, "homo_lumo_gap_ev": [6.5, 8.1], "lumo_energy_ev": [-0.754, -0.273], "elements": ["C", "C", "C", "N", "C", "C", "H", "H", "H", "H", "H", "H", "H"], "positions_angstrom": [[1.811, -0.072, -0.160], [0.426, -0.124, -0.037], [-0.412, -1.202, -0.385], [-1.682, -0.755, -0.377], [-1.708, 0.576, 0.085], [-0.437, 0.973, 0.342], [1.707, 1.551, 1.166], [2.413, -0.981, -0.095], [2.313, 0.782, -0.603], [-0.163, -2.157, -0.832], [-2.490, -1.363, -0.435], [-2.667, 1.039, 0.294], [0.888, 1.734, 1.036]], "forces_ev_per_angstrom": [[0.566, -0.192, -0.210], [-0.362, -0.156, -0.020], [0.489, 0.275, -0.077], [-0.349, 0.299, 0.282], [-0.326, -0.080, 0.083], [-0.075, -0.710, -0.382], [-0.489, 0.168, -0.036], [-0.221, 0.188, -0.046], [-0.151, -0.086, 0.197], [-0.013, 0.138, 0.163], [0.170, 0.196, -0.039], [0.255, -0.081, -0.075], [0.506, 0.041, 0.160]]}

| no. | total energy (eV) |
| --- | --- |
| 1 | -6784.29656 |
| 2 | -6786.30842 |
| 3 | -6784.24997 |
| 4 | -6782.88765 |
| 5 | -6785.50677 |
| 6 | -6782.75779 |